Below is a cluster of 3 separate species, C17H26BO8S in total, with properties calculated with ωB97M-V/def2-TZVPD.

Charge: +1
E, Ha: -1688.13236
Highest occupied orbital energy, eV: -11.77
LUMO energy, eV: -3.4
Orbital gap, hartree: 0.309

Last column: natural (NBO) charge in e.
Atoms and positions in Å:
1 C 0.059 3.650 -1.194  -0.626
2 C -1.086 2.841 -0.423  -0.443
3 C -2.074 2.094 -1.404  -0.484
4 S -1.740 0.257 -1.373  0.490
5 C -2.739 -0.527 0.010  -0.506
6 C -1.668 -0.981 1.070  -0.086
7 C -0.868 -2.166 0.679  -0.217
8 C 0.168 -2.609 1.597  -0.193
9 C 0.374 -1.876 2.846  -0.195
10 C -0.421 -0.711 3.237  -0.199
11 C -1.477 -0.252 2.308  -0.226
12 B -2.275 -0.415 -3.053  1.017
13 O -3.614 -0.492 -3.425  -0.850
14 O -1.237 -0.801 -3.919  -0.731
15 C -0.566 0.366 -4.465  -0.282
16 H -0.196 4.742 -1.186  0.249
17 H 1.013 3.553 -0.610  0.239
18 H 0.231 3.267 -2.235  0.190
19 H -1.682 3.601 0.140  0.247
20 H -0.566 2.157 0.293  0.231
21 H -1.788 2.412 -2.448  0.246
22 H -3.159 2.316 -1.226  0.258
23 H -3.463 0.216 0.441  0.263
24 H -3.340 -1.400 -0.371  0.271
25 H -1.077 -2.665 -0.303  0.216
26 H 0.803 -3.481 1.311  0.268
27 H 1.196 -2.228 3.511  0.240
28 H -0.222 -0.165 4.184  0.234
29 H -2.100 0.653 2.531  0.227
30 H -3.570 -0.599 -4.401  0.518
31 H 0.411 0.571 -3.935  0.204
32 H -0.312 0.171 -5.544  0.229
33 H -1.175 1.309 -4.403  0.176
34 C 1.883 5.351 3.467  -0.102
35 C 2.244 4.390 2.370  -0.102
36 O 1.130 4.488 1.484  -0.508
37 C 0.551 5.703 1.698  0.971
38 O -0.302 6.167 1.007  -0.578
39 O 1.069 6.310 2.794  -0.473
40 H 2.756 5.827 3.911  0.214
41 H 1.293 4.882 4.259  0.188
42 H 3.149 4.686 1.834  0.192
43 H 2.366 3.369 2.730  0.206
44 C 2.405 -7.347 -0.507  -0.103
45 C 2.048 -6.127 -1.309  -0.101
46 O 1.586 -5.218 -0.311  -0.500
47 C 2.145 -5.598 0.870  0.974
48 O 2.099 -4.953 1.874  -0.581
49 O 2.761 -6.799 0.760  -0.471
50 H 3.236 -7.902 -0.939  0.213
51 H 1.557 -8.024 -0.374  0.191
52 H 2.913 -5.688 -1.813  0.190
53 H 1.271 -6.323 -2.046  0.207

=====

Below is a cluster of 2 separate species, C20H25BF10NO6 in total, with properties calculated with ωB97M-V/def2-TZVPD.

Charge: -1
E, Ha: -2307.00843
Highest occupied orbital energy, eV: -5.54
LUMO energy, eV: 2.3
Orbital gap, hartree: 0.287

Last column: natural (NBO) charge in e.
Atoms and positions in Å:
1 C -2.651 -1.249 -7.202  -0.643
2 C -2.929 -1.586 -5.753  0.010
3 C -4.000 -2.607 -5.528  -0.647
4 C -2.258 -0.975 -4.779  -0.183
5 C -2.390 -1.242 -3.303  -0.450
6 C -2.005 -2.680 -2.884  -0.385
7 C -1.027 -2.769 -1.708  -0.218
8 C -0.996 -4.188 -1.147  -0.594
9 C -1.302 -1.732 -0.600  -0.384
10 C -0.225 -0.641 -0.516  -0.681
11 B -0.642 0.631 0.414  0.673
12 F -1.335 1.606 -0.397  -0.544
13 N -1.552 0.216 1.614  -0.729
14 C -2.715 0.500 1.589  0.850
15 O -3.853 0.800 1.576  -0.595
16 C 0.718 1.350 1.019  0.356
17 O 1.031 1.361 2.190  -0.548
18 C 1.698 2.097 0.054  0.549
19 F 1.336 1.940 -1.247  -0.318
20 F 1.607 3.433 0.353  -0.326
21 C 3.205 1.762 0.164  0.579
22 F 3.897 2.688 -0.557  -0.314
23 F 3.617 1.849 1.455  -0.306
24 C 3.605 0.345 -0.317  0.551
25 F 3.126 0.094 -1.562  -0.301
26 F 3.056 -0.543 0.546  -0.298
27 C 5.126 0.033 -0.371  0.730
28 O 5.493 -1.103 -0.319  -0.544
29 O 5.925 1.083 -0.529  -0.653
30 H -3.327 -1.764 -7.876  0.200
31 H -1.630 -1.523 -7.452  0.215
32 H -2.740 -0.178 -7.358  0.216
33 H -3.769 -3.512 -6.088  0.206
34 H -4.934 -2.224 -5.939  0.207
35 H -4.141 -2.847 -4.483  0.220
36 H -1.562 -0.197 -5.066  0.192
37 H -3.417 -1.049 -3.000  0.211
38 H -1.785 -0.509 -2.782  0.234
39 H -1.552 -3.163 -3.747  0.198
40 H -2.901 -3.241 -2.621  0.186
41 H -0.027 -2.579 -2.099  0.189
42 H -0.427 -4.190 -0.220  0.206
43 H -2.000 -4.545 -0.926  0.192
44 H -0.494 -4.882 -1.818  0.194
45 H -1.312 -2.241 0.361  0.203
46 H -2.281 -1.278 -0.731  0.195
47 H 0.018 -0.318 -1.526  0.202
48 H 0.666 -1.127 -0.107  0.198
49 H 6.764 0.761 -0.886  0.499
50 C -0.155 2.855 5.006  -0.649
51 C -0.128 2.511 6.476  -0.076
52 O 1.221 2.259 6.940  -0.473
53 C 1.936 3.315 7.260  0.696
54 O 1.607 4.464 7.236  -0.552
55 C 3.323 2.860 7.760  0.896
56 F 3.844 1.914 6.981  -0.304
57 F 3.210 2.366 9.004  -0.319
58 F 4.163 3.889 7.799  -0.306
59 H 0.324 2.076 4.413  0.257
60 H -1.185 2.958 4.667  0.227
61 H 0.368 3.791 4.811  0.216
62 H -0.663 1.583 6.666  0.195
63 H -0.574 3.293 7.090  0.189

=====

Below is a cluster of 17 separate species, C17H68N34O17 in total, with properties calculated with ωB97M-V/def2-TZVPD.

Charge: 0
E, Ha: -3830.12349
Highest occupied orbital energy, eV: -8.63
LUMO energy, eV: 0.4
Energy relative to the best compared isomer or geometry (same formula, charge and spin), kcal/mol: 46.4
Orbital gap, hartree: 0.332

Last column: Löwdin charge in e.
Atoms and positions in Å:
1 C -1.507 -2.631 -1.603  -0.656
2 O -1.938 -3.031 -0.543  0.031
3 N -2.074 -2.831 -2.830  0.172
4 N -0.369 -1.935 -1.701  0.202
5 H -1.462 -2.822 -3.605  0.091
6 H -2.548 -3.697 -2.712  0.069
7 H 0.191 -1.756 -0.899  0.046
8 H -0.008 -2.023 -2.623  0.073
9 C 0.971 -5.495 -0.587  -0.654
10 O 0.640 -5.542 -1.781  -0.015
11 N 1.057 -6.480 0.343  0.146
12 N 1.620 -4.357 -0.089  0.147
13 H 0.286 -7.169 0.318  0.122
14 H 1.044 -6.043 1.273  0.059
15 H 1.455 -3.491 -0.649  0.081
16 H 1.688 -4.117 0.905  0.072
17 C -5.161 -4.229 -1.926  -0.601
18 O -5.546 -3.128 -1.557  0.001
19 N -3.970 -4.859 -1.344  0.115
20 N -5.871 -4.974 -2.867  0.137
21 H -3.296 -4.185 -0.871  0.063
22 H -3.504 -5.361 -2.078  0.062
23 H -6.713 -4.538 -3.169  0.087
24 H -5.581 -5.876 -3.263  0.109
25 C 0.070 4.050 -2.259  -0.666
26 O 0.957 3.540 -2.899  0.021
27 N -0.759 5.056 -2.757  0.141
28 N -0.091 3.823 -0.872  0.155
29 H -0.456 5.460 -3.657  0.112
30 H -1.705 5.232 -2.415  0.068
31 H -1.047 3.867 -0.598  0.023
32 H 0.354 2.992 -0.473  0.082
33 C -0.148 -4.082 2.682  -0.688
34 O -0.061 -5.307 2.781  -0.012
35 N -1.269 -3.405 2.254  0.186
36 N 0.889 -3.311 2.963  0.165
37 H -1.954 -3.872 1.712  0.075
38 H -1.203 -2.419 2.063  0.050
39 H 0.866 -2.289 2.866  0.069
40 H 1.737 -3.770 3.266  0.115
41 C -3.270 1.039 -2.951  -0.671
42 O -3.963 2.028 -2.937  0.027
43 N -3.635 -0.263 -2.930  0.176
44 N -1.934 1.194 -2.757  0.178
45 H -4.633 -0.476 -3.108  0.125
46 H -2.991 -1.029 -3.108  0.054
47 H -1.569 2.114 -2.820  0.074
48 H -1.279 0.453 -3.004  0.065
49 C -4.296 4.091 -1.058  -0.619
50 O -3.107 4.440 -0.853  -0.044
51 N -4.930 3.105 -0.463  0.190
52 N -5.135 4.547 -2.118  0.120
53 H -5.791 2.872 -0.928  0.116
54 H -4.476 2.555 0.263  0.074
55 H -4.758 5.319 -2.662  0.093
56 H -5.295 3.770 -2.703  0.043
57 C 0.622 -0.787 -5.373  -0.617
58 O -0.353 -0.688 -4.650  -0.003
59 N 1.854 -1.156 -4.828  0.147
60 N 0.568 -0.500 -6.740  0.153
61 H 1.949 -1.033 -3.774  0.072
62 H 2.690 -0.855 -5.274  0.078
63 H 1.447 -0.433 -7.239  0.096
64 H -0.272 -0.164 -7.150  0.091
65 C 3.498 3.949 1.063  -0.669
66 O 3.560 2.855 0.534  0.013
67 N 2.492 4.347 1.905  0.171
68 N 4.395 4.933 0.864  0.148
69 H 2.471 5.232 2.307  0.071
70 H 1.830 3.644 2.266  0.078
71 H 5.317 4.556 0.665  0.111
72 H 4.391 5.707 1.542  0.113
73 C -4.359 0.228 1.376  -0.566
74 O -3.575 1.135 1.161  -0.043
75 N -4.462 -0.992 0.645  0.183
76 N -5.290 0.323 2.412  0.173
77 H -4.211 -1.025 -0.337  0.071
78 H -5.266 -1.539 0.921  0.088
79 H -5.079 1.150 3.000  0.125
80 H -5.896 -0.406 2.630  0.073
81 C 2.735 -0.470 3.935  -0.710
82 O 1.605 -0.641 4.371  -0.023
83 N 3.604 -1.438 3.920  0.190
84 N 3.165 0.644 3.333  0.216
85 H 4.586 -1.226 3.809  0.120
86 H 3.361 -2.091 4.646  0.119
87 H 2.454 1.357 3.230  0.070
88 H 3.909 0.619 2.674  0.057
89 C 4.902 -4.091 -1.246  -0.692
90 O 5.830 -4.754 -0.794  -0.008
91 N 4.847 -2.763 -0.964  0.159
92 N 4.039 -4.558 -2.227  0.147
93 H 4.028 -2.284 -1.319  0.033
94 H 5.432 -2.351 -0.258  0.094
95 H 4.197 -5.549 -2.221  0.092
96 H 3.072 -4.186 -2.306  0.089
97 C -3.393 4.144 3.261  -0.690
98 O -3.564 3.487 4.239  0.030
99 N -4.121 5.311 3.063  0.152
100 N -2.615 3.720 2.194  0.168
101 H -4.529 5.598 3.915  0.081
102 H -3.826 5.998 2.369  0.104
103 H -2.390 4.326 1.390  0.085
104 H -2.376 2.766 2.075  0.048
105 C 2.740 -0.123 -1.388  -0.582
106 O 2.495 -1.260 -1.935  -0.093
107 N 2.914 -0.111 -0.037  0.196
108 N 2.760 1.016 -2.116  0.210
109 H 3.073 0.747 0.382  0.018
110 H 2.259 -0.776 0.412  0.080
111 H 2.780 1.928 -1.677  0.083
112 H 2.574 0.978 -3.082  0.079
113 C 0.373 2.617 4.780  -0.640
114 O 1.306 2.797 4.023  0.014
115 N -0.444 3.643 5.222  0.147
116 N 0.040 1.465 5.401  0.177
117 H -0.612 4.461 4.648  0.096
118 H -1.367 3.293 5.505  0.087
119 H 0.673 0.711 5.325  0.047
120 H -0.259 1.594 6.333  0.100
121 C 6.694 0.718 0.631  -0.616
122 O 5.832 0.525 1.485  0.007
123 N 8.019 0.355 0.760  0.148
124 N 6.378 1.212 -0.662  0.143
125 H 8.493 0.017 1.574  0.099
126 H 8.622 0.911 0.163  0.096
127 H 5.379 1.323 -0.689  0.051
128 H 6.727 0.672 -1.431  0.089
129 C -0.328 -0.229 1.190  -0.599
130 O 0.603 -1.001 0.928  -0.052
131 N -0.963 0.486 0.264  0.196
132 N -0.654 -0.130 2.583  0.174
133 H -0.730 0.275 -0.706  0.073
134 H -2.003 0.750 0.407  0.100
135 H -1.327 0.574 2.815  0.067
136 H 0.156 -0.241 3.216  0.056

=====

Below is an isolated molecule of C2HNOS, with properties calculated with ωB97M-V/def2-TZVPD.

Charge: 0
E, Ha: -604.90992
Highest occupied orbital energy, eV: -9.34
LUMO energy, eV: -0.9
Energy relative to the best compared isomer or geometry (same formula, charge and spin), kcal/mol: 48.3
Orbital gap, hartree: 0.310
Structure (SMILES): O=c1[nH]c1=S

Last column: natural (NBO) charge in e.
Atoms and positions in Å:
1 O 1.713 1.764 -1.367  -0.494
2 C 1.429 1.050 -0.438  0.630
3 N 0.487 0.163 0.035  -0.563
4 C 1.540 0.501 0.845  -0.044
5 S 2.115 0.468 2.329  0.048
6 H -0.621 0.202 0.231  0.423

=====

Question: Which formula does entry 2 have?
Answer: C20H25BF10NO6